No. 1
C4H11NO2S | wB97M-V/def2-TZVPD

Geometry as XYZ:
```
19
Properties=species:S:1:pos:R:3:forces:R:3
O -2.235581 0.213691 -1.391161 -0.192 -0.102 -0.450
C -1.953955 0.171730 -0.218566 0.688 -1.456 0.037
N -1.189727 -0.850861 0.347507 1.052 -0.784 -0.432
C -0.173740 -0.701256 1.419455 -0.102 1.453 -1.006
C 0.324875 0.750809 1.456749 -1.384 -0.293 0.282
C 1.491820 1.165937 0.608408 0.533 1.727 -1.026
S 1.889782 0.720361 -1.154856 1.668 -1.247 0.727
H -2.391357 0.906046 0.459240 0.172 0.056 0.467
H -0.787260 -1.554344 -0.287641 -0.991 0.996 -0.397
H -0.650250 -0.781468 2.365551 -0.241 -0.997 0.900
H 0.676527 -1.381965 1.250729 -0.697 -0.103 0.206
H -0.591875 1.265722 1.134588 0.723 0.594 0.481
H 0.437392 0.929787 2.555393 0.574 0.579 -0.997
H 1.579622 2.255874 0.454151 -0.415 -0.316 1.069
H 2.427275 0.869617 1.072336 0.180 -0.195 -0.051
H 0.961110 0.917887 -2.062733 -1.265 0.416 0.360
O 0.259734 -1.351901 -2.499128 -0.725 -0.151 -0.319
H -0.615077 -1.277701 -2.928389 0.498 -0.152 0.351
H 0.540683 -2.267967 -2.581632 -0.075 -0.025 -0.202
```
Positions in Å, forces in eV/Å.

- E_tot: -20745.451 eV
- SMILES: O=CNCCCS.O
- HOMO level: -8.51 eV
- LUMO level: 0.704 eV
- Frontier orbital gap: 9.21 eV

These are the Mulliken partial charges, in e, on atoms 1 to 4: atom 1 (O): -0.53, atom 2 (C): -0.13, atom 3 (N): -0.16, atom 4 (C): -0.47

=====

No. 2
C4H5AlO2 | wB97M-V/def2-TZVPD

Geometry as XYZ:
```
12
Properties=species:S:1:pos:R:3:forces:R:3
H -1.080443 1.306111 2.443149 0.142 0.347 0.295
O -0.965078 0.526401 1.893243 2.045 -1.027 -1.615
Al -0.486504 0.387342 -0.011449 0.372 -0.084 0.855
O 4.559021 -1.271202 1.225975 -1.300 0.483 -0.402
C 3.572955 -0.780691 0.727383 1.610 -0.018 0.030
C 2.224445 -1.450688 0.673956 0.269 -0.923 -0.022
C 1.113902 -0.505351 0.963455 -1.151 0.506 -1.196
C 0.492448 -0.228964 2.063308 -2.372 -0.505 1.475
H 3.624236 0.183250 0.170841 0.064 -0.108 0.257
H 2.226026 -2.340707 1.322759 -0.073 0.454 0.134
H 2.183044 -1.883421 -0.343623 -0.305 0.451 0.198
H 0.331220 -0.704992 3.032126 0.698 0.423 -0.010
```
Positions in Å, forces in eV/Å.

- E_tot: -14910.869 eV
- 2S+1: 2
- HOMO level (alpha / beta): -13.47 / -13.55 eV
- Net charge: +1
- LUMO level (alpha / beta): -5.180 / -7.172 eV
- Frontier orbital gap (alpha / beta): 8.29 / 6.38 eV
- ⟨S²⟩: 0.756

These are the Mulliken partial charges, in e, on atoms 1 to 4: atom 1 (H): 0.40, atom 2 (O): -0.40, atom 3 (Al): 0.53, atom 4 (O): -0.41

=====

No. 3
C4H5NO | wB97M-V/def2-TZVPD

Geometry as XYZ:
```
11
Properties=species:S:1:pos:R:3:forces:R:3
C 0.328666 -1.636891 0.956485 0.485 -0.586 0.540
C 0.190624 -0.107865 -1.057674 -0.046 0.365 0.014
C -0.433123 -0.970374 0.017870 0.237 2.753 -0.672
C 0.252404 1.013539 -0.074067 -1.188 -2.566 0.329
N 0.946526 -2.206130 1.747959 0.234 -0.127 0.173
O -0.735617 1.913907 0.021012 0.175 0.004 -0.378
H 1.165151 -0.446324 -1.393839 0.009 0.027 -0.048
H -0.481116 0.074543 -1.890584 0.053 0.042 -0.045
H -1.502562 -0.956394 0.123388 -0.136 0.056 0.042
H 1.058078 1.024934 0.644187 0.059 0.131 0.092
H -0.789029 2.297054 0.905263 0.117 -0.098 -0.048
```
Positions in Å, forces in eV/Å.

- E_tot: -7763.806 eV
- HOMO level (alpha / beta): -8.00 / -8.00 eV
- LUMO level (alpha / beta): 0.230 / 0.230 eV
- Frontier orbital gap (alpha / beta): 8.23 / 8.23 eV

These are the Mulliken partial charges, in e, on atoms 1 to 4: atom 1 (C): 0.42, atom 2 (C): -0.32, atom 3 (C): -0.65, atom 4 (C): -0.13

=====

> E_tot of number 3 (C4H5NO)?

-7763.806 eV

=====

> Among the records above, which one has the highest E_tot?

C4H5NO

=====

What did the third record say?
C4H5NO | wB97M-V/def2-TZVPD

Geometry as XYZ:
```
11
Properties=species:S:1:pos:R:3:forces:R:3
C 0.328666 -1.636891 0.956485 0.485 -0.586 0.540
C 0.190624 -0.107865 -1.057674 -0.046 0.365 0.014
C -0.433123 -0.970374 0.017870 0.237 2.753 -0.672
C 0.252404 1.013539 -0.074067 -1.188 -2.566 0.329
N 0.946526 -2.206130 1.747959 0.234 -0.127 0.173
O -0.735617 1.913907 0.021012 0.175 0.004 -0.378
H 1.165151 -0.446324 -1.393839 0.009 0.027 -0.048
H -0.481116 0.074543 -1.890584 0.053 0.042 -0.045
H -1.502562 -0.956394 0.123388 -0.136 0.056 0.042
H 1.058078 1.024934 0.644187 0.059 0.131 0.092
H -0.789029 2.297054 0.905263 0.117 -0.098 -0.048
```
Positions in Å, forces in eV/Å.

- E_tot: -7763.806 eV
- HOMO level (alpha / beta): -8.00 / -8.00 eV
- LUMO level (alpha / beta): 0.230 / 0.230 eV
- Frontier orbital gap (alpha / beta): 8.23 / 8.23 eV

These are the Mulliken partial charges, in e, on atoms 1 to 4: atom 1 (C): 0.42, atom 2 (C): -0.32, atom 3 (C): -0.65, atom 4 (C): -0.13

=====

Copy entry 2 word for word.
C4H5AlO2 | wB97M-V/def2-TZVPD

Geometry as XYZ:
```
12
Properties=species:S:1:pos:R:3:forces:R:3
H -1.080443 1.306111 2.443149 0.142 0.347 0.295
O -0.965078 0.526401 1.893243 2.045 -1.027 -1.615
Al -0.486504 0.387342 -0.011449 0.372 -0.084 0.855
O 4.559021 -1.271202 1.225975 -1.300 0.483 -0.402
C 3.572955 -0.780691 0.727383 1.610 -0.018 0.030
C 2.224445 -1.450688 0.673956 0.269 -0.923 -0.022
C 1.113902 -0.505351 0.963455 -1.151 0.506 -1.196
C 0.492448 -0.228964 2.063308 -2.372 -0.505 1.475
H 3.624236 0.183250 0.170841 0.064 -0.108 0.257
H 2.226026 -2.340707 1.322759 -0.073 0.454 0.134
H 2.183044 -1.883421 -0.343623 -0.305 0.451 0.198
H 0.331220 -0.704992 3.032126 0.698 0.423 -0.010
```
Positions in Å, forces in eV/Å.

- E_tot: -14910.869 eV
- 2S+1: 2
- HOMO level (alpha / beta): -13.47 / -13.55 eV
- Net charge: +1
- LUMO level (alpha / beta): -5.180 / -7.172 eV
- Frontier orbital gap (alpha / beta): 8.29 / 6.38 eV
- ⟨S²⟩: 0.756

These are the Mulliken partial charges, in e, on atoms 1 to 4: atom 1 (H): 0.40, atom 2 (O): -0.40, atom 3 (Al): 0.53, atom 4 (O): -0.41